Record 1
61
Properties=species:S:1:pos:R:3 method="wB97M-V/def2-TZVPD" fmax_ev_per_a=0.9 total_charge=0 total_energy_ev=-41644.1300 gap_ha=0.305 smiles="COc1ccc([C@@H]2/C(=C(/O)c3ccccc3)C(=O)C(=O)N2CCN2CCOCC2)c(OC)c1" e_homo_ev=-8.4373
C 1.89108 2.24705 -4.95277
O 2.55970 1.95945 -3.74791
C 1.87654 1.31396 -2.76573
C 0.56007 0.88592 -2.85611
C -0.02108 0.25685 -1.76703
C 0.66761 0.04359 -0.59009
C -0.00293 -0.57742 0.61383
C 0.15567 0.27676 1.84167
C -0.02429 1.62313 1.96552
O 0.30541 2.25830 3.08213
C -0.51373 2.46766 0.86282
C 0.20777 3.60308 0.50732
C -0.19704 4.37496 -0.56541
C -1.33599 4.03471 -1.27546
C -2.07633 2.92417 -0.90432
C -1.66590 2.13865 0.15566
C 0.83112 -0.47777 2.86625
O 1.15422 -0.06085 3.97430
C 1.09396 -1.85504 2.28659
O 1.61352 -2.81050 2.82306
N 0.62698 -1.81991 1.01870
C 0.60695 -2.97416 0.16261
C -0.67569 -3.79211 0.36755
N -1.86511 -3.02537 0.03449
C -2.15480 -3.02826 -1.38985
C -3.34557 -2.10803 -1.66203
O -4.48424 -2.50739 -0.94039
C -4.20829 -2.53149 0.44032
C -3.04363 -3.46745 0.76299
C 2.00995 0.45817 -0.50887
O 2.64163 0.21154 0.66616
C 3.98512 0.60251 0.82054
C 2.59766 1.08637 -1.59254
H 1.02101 2.88929 -4.78398
H 1.57519 1.33294 -5.46524
H 2.61463 2.77446 -5.57218
H -0.02275 1.03778 -3.74925
H -1.04833 -0.06630 -1.84126
H -1.05277 -0.78961 0.37325
H 0.69466 1.59427 3.71462
H 1.09138 3.86376 1.06944
H 0.37533 5.24653 -0.84599
H -1.65327 4.64031 -2.11148
H -2.97640 2.67037 -1.44460
H -2.24997 1.28296 0.45745
H 1.46230 -3.59967 0.43116
H 0.70923 -2.64238 -0.87314
H -0.60995 -4.72321 -0.21873
H -0.72600 -4.05991 1.42512
H -1.28295 -2.66588 -1.93726
H -2.39878 -4.04525 -1.74610
H -3.62314 -2.13817 -2.71716
H -3.07811 -1.07523 -1.38525
H -5.12256 -2.86978 0.93000
H -3.96215 -1.51630 0.78894
H -2.83433 -3.42869 1.83374
H -3.32534 -4.49952 0.49104
H 4.63448 0.10012 0.09761
H 4.09959 1.68662 0.72446
H 4.26019 0.29558 1.82834
H 3.61918 1.42683 -1.56741

=====

Record 2
61
Properties=species:S:1:pos:R:3 method="wB97M-V/def2-TZVPD" fmax_ev_per_a=0.7 total_charge=0 total_energy_ev=-41646.7075 gap_ha=0.305 smiles="COc1ccc(O)c([C@H]2N[C@](CC(C)C)(C(=O)O)[C@@H]3C(=O)N(Cc4ccccc4)C(=O)[C@H]23)c1" e_homo_ev=-7.7108
C -2.88980 -4.45456 1.70193
O -3.80823 -3.92271 0.77855
C -3.42882 -2.84050 0.03768
C -4.36005 -2.36964 -0.89032
C -4.04940 -1.30166 -1.69569
C -2.81516 -0.65238 -1.60156
O -2.58835 0.37054 -2.45997
C -1.89711 -1.09064 -0.64883
C -0.51806 -0.48582 -0.43882
N -0.27066 0.74828 -1.17762
C -0.25157 1.89525 -0.27359
C -1.65140 2.53886 -0.26574
C -1.91553 3.62687 0.79321
C -2.44573 4.89678 0.13012
C -2.91869 3.13418 1.83648
C 0.84150 2.85280 -0.75999
O 1.66573 2.52326 -1.57419
O 0.79612 4.05267 -0.21092
C 0.13653 1.31257 1.11246
C 1.64086 1.27014 1.32142
O 2.40410 2.20224 1.30606
N 1.99867 -0.03414 1.55262
C 3.37911 -0.47509 1.65080
C 3.78051 -1.12575 0.35059
C 3.70628 -0.39717 -0.83163
C 4.01794 -0.99474 -2.03936
C 4.40878 -2.32307 -2.07615
C 4.48467 -3.05162 -0.90168
C 4.16608 -2.45713 0.30743
C 0.93695 -0.91836 1.53618
O 1.01483 -2.08827 1.80091
C -0.27842 -0.15092 1.07313
C -2.20861 -2.19551 0.14484
H -2.63780 -3.73067 2.48395
H -1.97007 -4.78766 1.21095
H -3.38865 -5.31100 2.15286
H -5.31224 -2.86861 -0.96805
H -4.74986 -0.93895 -2.43078
H -1.68980 0.71766 -2.28081
H 0.20959 -1.24562 -0.75878
H 0.60351 0.71466 -1.69738
H -2.36824 1.72769 -0.12930
H -1.81826 2.94866 -1.26320
H -0.98118 3.88502 1.29786
H -3.37313 4.69017 -0.39948
H -2.64063 5.66206 0.87769
H -1.71853 5.28793 -0.57656
H -3.07080 3.89067 2.60307
H -3.87777 2.92718 1.36660
H -2.57621 2.22281 2.32234
H 1.55868 4.58334 -0.49404
H -0.31571 1.88597 1.92043
H 3.46036 -1.18097 2.48021
H 3.98166 0.41489 1.85185
H 3.40515 0.64089 -0.80993
H 3.95444 -0.42010 -2.95136
H 4.65182 -2.78936 -3.01936
H 4.78595 -4.08832 -0.92627
H 4.21128 -3.03104 1.22109
H -1.16123 -0.38546 1.66547
H -1.45941 -2.54780 0.83675

=====

Record 3
61
Properties=species:S:1:pos:R:3 method="wB97M-V/def2-TZVPD" fmax_ev_per_a=1.2 total_charge=0 total_energy_ev=-48202.9545 gap_ha=0.303 smiles="CCn1c(SCC(=O)N/N=C/c2c[nH]c3ccccc23)nnc1-c1ccc(C(C)(C)C)cc1" e_homo_ev=-7.8610
C -1.17588 -1.54370 3.43140
C -0.92638 -0.48283 2.36225
N -1.20378 -0.99925 1.04874
C -2.44850 -1.28645 0.55967
S -3.88454 -0.72738 1.35508
C -5.14143 -0.71420 0.03008
C -4.68290 -0.81961 -1.41091
O -5.20188 -1.59447 -2.17844
N -3.75575 0.08430 -1.83166
N -3.09720 0.88690 -0.97617
C -1.96360 1.36214 -1.31524
C -1.20999 2.17815 -0.41322
C -1.62597 2.68062 0.79892
N -0.60950 3.36076 1.39331
C 0.49752 3.31835 0.58738
C 1.77084 3.83709 0.78062
C 2.70757 3.60696 -0.20484
C 2.38834 2.87937 -1.35384
C 1.12654 2.36335 -1.55068
C 0.15928 2.58101 -0.57180
N -2.36869 -1.92412 -0.57511
N -1.06889 -2.06033 -0.86468
C -0.36271 -1.51709 0.09352
C 1.08828 -1.43871 0.07605
C 1.77460 -0.28900 0.44907
C 3.15331 -0.22999 0.35688
C 3.89461 -1.30839 -0.10893
C 5.40910 -1.27775 -0.23288
C 6.00931 0.05919 0.21061
C 5.79406 -1.51135 -1.70053
C 6.00522 -2.38746 0.64462
C 3.19484 -2.45375 -0.48796
C 1.82041 -2.52223 -0.40492
H -0.54131 -2.41031 3.25761
H -2.21626 -1.85925 3.41378
H -0.95107 -1.13627 4.41305
H -1.58196 0.37781 2.52840
H 0.11493 -0.16083 2.39539
H -5.82537 -1.54137 0.22049
H -5.66173 0.23628 0.16375
H -3.35984 -0.09581 -2.75818
H -1.50968 1.13047 -2.28446
H -2.59108 2.59038 1.25707
H -0.66890 3.84541 2.27323
H 2.01636 4.39602 1.67161
H 3.70894 3.99371 -0.08688
H 3.15218 2.71786 -2.09968
H 0.89579 1.79362 -2.43750
H 1.23764 0.59025 0.77069
H 3.63466 0.68991 0.64551
H 7.09110 0.02513 0.09842
H 5.63334 0.87759 -0.39900
H 5.78655 0.26159 1.25575
H 5.34902 -0.74506 -2.33171
H 5.45275 -2.48105 -2.05119
H 6.87513 -1.46911 -1.81504
H 5.65643 -3.36832 0.33420
H 7.09097 -2.37494 0.57752
H 5.72187 -2.23810 1.68456
H 3.72903 -3.31327 -0.86345
H 1.29201 -3.40963 -0.71666

=====

Record 4
64
Properties=species:S:1:pos:R:3 method="wB97M-V/def2-TZVPD" fmax_ev_per_a=1.8 total_charge=0 total_energy_ev=-45638.5445 gap_ha="0.218 / 0.219" e_homo_ev="-6.1009 / -6.1317"
Pt -0.22754 -2.53866 0.72180
C -3.94214 1.65345 0.31588
N -2.93570 0.74524 0.83478
C -2.31121 -0.26707 0.22445
N -1.53177 -0.88228 1.08891
C -1.73250 -0.20211 2.25118
N -2.57451 0.79746 2.13926
C -3.55835 2.39827 -0.94518
C -4.58048 3.06096 -1.61731
C -4.32099 3.77559 -2.77361
C -3.03461 3.82742 -3.28348
C -2.00817 3.17198 -2.61677
C -2.26375 2.46598 -1.44363
C -0.65831 3.25235 -3.19202
N -0.31361 3.86202 -4.26779
N 1.06018 3.66256 -4.40727
C 1.42449 2.95125 -3.40306
O 0.38837 2.64771 -2.58175
C 2.77486 2.46396 -3.09645
C 3.80763 2.76410 -3.97480
C 5.08511 2.30035 -3.70611
C 5.32909 1.54025 -2.57337
C 4.29859 1.24173 -1.68916
C 4.60571 0.43660 -0.44148
N 3.41060 0.03557 0.27037
C 2.52958 -0.92295 -0.03954
N 1.51066 -0.87220 0.78698
C 1.82636 0.16071 1.61284
N 2.96985 0.74670 1.33433
C 3.01966 1.71188 -1.95274
H -4.14540 2.35431 1.12287
H -4.85754 1.09041 0.13048
H -2.43670 -0.53016 -0.81284
H -1.24823 -0.46717 3.17688
H -5.59166 3.01543 -1.22774
H -5.12564 4.28925 -3.28294
H -2.81068 4.36664 -4.19390
H -1.44428 1.97621 -0.93232
H 3.59793 3.35647 -4.85516
H 5.89564 2.53035 -4.38532
H 6.33187 1.17991 -2.37055
H 5.18665 1.04009 0.25334
H 5.18421 -0.45215 -0.69128
H 2.63917 -1.61459 -0.86064
H 1.19926 0.48177 2.42909
H 2.20369 1.51014 -1.27023
C 0.44138 -4.20507 0.15457
H 0.33485 -5.14269 0.70994
H 1.02962 -4.36656 -0.75436
C -3.04969 -4.20281 2.45968
C -2.01884 -4.43071 3.54105
O -1.06934 -3.37628 3.53494
C 0.01400 -3.63436 4.40930
C 1.18357 -2.74536 4.04486
H -3.62455 -5.11598 2.29342
H -2.54592 -3.92567 1.53478
H -3.73925 -3.40153 2.73593
H -1.49695 -5.38220 3.38204
H -2.50269 -4.47454 4.52714
H 0.30147 -4.68952 4.33012
H -0.30346 -3.45025 5.44488
H 1.34285 -2.79208 2.96689
H 2.08883 -3.07441 4.55820
H 0.98875 -1.70570 4.32163